C3H2FPS | wB97M-V/def2-TZVPD

Computed properties:
* total charge: 0
* structure (SMILES): FC#P=CC=S
* energy above the lowest of the compared OMol25 structures with the same formula, charge and spin: 105.1 kcal per mole
* HOMO (spin up / spin down): -0.326 / -0.299 Eh
* LUMO energy (spin up / spin down): -0.035 / -0.092 Eh

Last column: Mulliken charge in e.
CARTESIAN COORDINATES (ANGSTROEM)
F  3.49515  -0.94418  0.02615  -0.128
C  2.22470  -0.70564  0.03104  0.162
P  1.10600  0.47766  0.05250  -0.026
C  -0.52776  -0.33858  0.08632  -0.189
C  -1.63885  0.51650  -0.02335  -0.373
S  -1.57490  2.19604  0.04576  -0.161
H  -0.34082  -1.36209  -0.09307  0.439
H  -2.74353  0.16030  -0.12535  0.275

C2H3BrClF | wB97M-V/def2-TZVPD

Computed properties:
* total charge: 0
* energy above the lowest of the compared OMol25 structures with the same formula, charge and spin: 96.6 kcal per mole
* HOMO (spin up / spin down): -0.330 / -0.330 Eh
* LUMO energy (spin up / spin down): 0.001 / -0.031 Eh

Last column: Mulliken charge in e.
CARTESIAN COORDINATES (ANGSTROEM)
C  -1.74676  -0.27767  -0.57092  -0.865
C  1.53937  0.26850  0.75962  0.271
F  2.21763  0.53566  1.82573  -0.128
Cl  1.31136  1.57518  -0.28540  -0.070
Br  2.26187  -1.34376  -0.01876  -0.083
H  -1.84413  0.86211  -0.74467  0.278
H  -1.80471  -0.90179  -1.43191  0.314
H  -1.93463  -0.71823  0.46629  0.283

C32H26F5N2O2S3Se2Ti | wB97M-V/def2-TZVPD

Computed properties:
* total charge: +3
* energy above the lowest of the compared OMol25 structures with the same formula, charge and spin: 3.4 kcal per mole
* HOMO: -0.591 Eh
* LUMO energy: -0.355 Eh

Last column: Mulliken charge in e.
CARTESIAN COORDINATES (ANGSTROEM)
Ti  -0.05266  0.48687  0.16847  -0.162
O  -0.76940  -0.93680  -0.77516  0.750
S  -1.02797  -2.46419  -1.02084  0.138
C  -0.43252  -2.69086  -2.75158  -0.992
C  0.38536  -1.51599  -3.28350  -0.223
C  1.84573  -1.59286  -2.82983  -0.396
C  2.67895  -0.36397  -3.16736  -1.123
S  2.33843  1.10576  -2.10739  0.255
O  1.49850  0.49364  -0.92857  0.365
C  3.90815  1.48048  -1.41391  0.551
C  4.64758  0.53616  -0.70149  -0.017
C  5.87814  0.90480  -0.19626  -0.889
C  6.36556  2.19324  -0.41515  -0.508
C  5.62544  3.12190  -1.12995  -0.781
C  4.37942  2.77152  -1.63169  -0.359
C  -2.78015  -2.58835  -1.14543  0.827
C  -3.30993  -3.83566  -0.83247  -0.748
C  -4.67799  -4.02457  -0.96866  -0.734
C  -5.48372  -2.97252  -1.37988  -0.510
C  -4.93621  -1.72541  -1.66273  -0.838
C  -3.57157  -1.52420  -1.55555  0.028
H  -1.30931  -2.91673  -3.35527  0.543
H  0.18058  -3.59187  -2.68876  0.546
H  -0.06553  -0.56972  -2.97685  -0.211
H  0.32668  -1.54477  -4.37296  0.647
H  2.33197  -2.43791  -3.32259  0.624
H  1.90166  -1.79346  -1.75576  -0.094
H  2.47394  -0.00602  -4.17798  0.565
H  3.74586  -0.56148  -3.08625  0.512
H  4.26808  -0.46794  -0.55103  0.419
H  6.47365  0.19084  0.35573  0.459
H  7.33816  2.46633  -0.02831  0.452
H  6.01672  4.11439  -1.30326  0.454
H  3.79220  3.48444  -2.19757  0.486
H  -2.67660  -4.64207  -0.48361  0.488
H  -5.11306  -4.98697  -0.73935  0.460
H  -6.55076  -3.12054  -1.47424  0.450
H  -5.57753  -0.91125  -1.97035  0.459
H  -3.13458  -0.55859  -1.77032  0.308
Se  1.52447  3.24109  0.97010  0.160
Se  0.60090  2.70463  3.03265  0.125
C  1.05828  0.84254  3.03931  0.244
C  1.49160  0.29006  4.23943  -0.858
C  1.89007  -1.03525  4.27475  -0.566
C  1.90098  -1.77509  3.09314  -0.902
C  1.46606  -1.16479  1.94332  -0.218
N  1.00473  0.10562  1.91474  1.039
C  0.05317  3.44583  -0.26876  -0.060
C  -0.30608  4.70729  -0.70654  -0.756
C  -1.24822  4.82499  -1.72339  -0.404
C  -1.79585  3.67520  -2.27240  -0.998
C  -1.40093  2.44851  -1.77173  -0.386
N  -0.48989  2.33771  -0.79598  0.760
H  1.54167  0.90721  5.12668  0.529
H  2.22136  -1.47858  5.20445  0.492
H  2.24471  -2.79871  3.06973  0.563
H  1.45093  -1.70419  1.00011  0.304
H  0.14401  5.58080  -0.25581  0.566
H  -1.54880  5.80229  -2.07676  0.485
H  -2.52844  3.72148  -3.06512  0.522
H  -1.82724  1.52367  -2.14075  0.391
F  -3.69290  -1.90851  5.81014  -0.248
C  -3.29888  -1.20344  4.77592  0.755
C  -2.46185  -1.77809  3.82370  -0.163
F  -2.05933  -3.03397  3.94749  -0.283
C  -2.05412  -1.02348  2.74367  -0.617
F  -1.25209  -1.61715  1.82247  -0.174
C  -2.44290  0.29665  2.56382  0.790
S  -1.96659  1.30586  1.20814  -0.322
C  -3.27877  0.85342  3.53340  0.370
F  -3.66790  2.11369  3.41018  -0.297
C  -3.70910  0.11743  4.62857  0.197
F  -4.49433  0.66961  5.52899  -0.243

C27H22IN4O4Rh | wB97M-V/def2-TZVPD

Computed properties:
* total charge: +2
* energy above the lowest of the compared OMol25 structures with the same formula, charge and spin: 8.1 kcal per mole
* HOMO (spin up / spin down): -0.518 / -0.518 Eh
* LUMO energy (spin up / spin down): -0.313 / -0.314 Eh

Last column: Mulliken charge in e.
CARTESIAN COORDINATES (ANGSTROEM)
Rh  -0.15636  0.50662  -0.27798  0.028
C  -3.73922  -2.35227  -0.91675  -1.172
C  -3.60498  -1.71867  0.42550  0.694
N  -4.61050  -1.74216  1.26402  -0.582
C  -4.48604  -1.16403  2.47417  -0.842
C  -3.33591  -0.51902  2.93375  0.548
C  -3.28971  0.13955  4.29435  -0.996
O  -2.85984  1.49761  4.20562  -0.423
C  -2.25084  -0.45221  2.07102  0.409
C  -1.03622  0.22062  2.51406  -0.601
N  -0.15657  0.77733  1.76000  0.310
C  0.85143  1.58439  2.38895  0.212
C  0.60666  2.21602  3.61096  0.072
C  1.57721  2.99976  4.20980  -1.010
C  2.80446  3.19477  3.59363  -0.577
C  3.05438  2.61148  2.35997  -0.696
C  2.07717  1.82795  1.77564  0.236
I  2.50409  0.99263  -0.10605  0.307
C  -2.36110  -1.06361  0.79042  0.487
O  -1.37258  -1.10771  -0.02078  -0.822
H  -4.66336  -2.92122  -0.96437  0.382
H  -2.88811  -3.00044  -1.12643  0.351
H  -3.75460  -1.58205  -1.69281  0.240
H  -5.36514  -1.22607  3.10697  0.398
H  -2.57554  -0.37740  4.93586  0.309
H  -4.26263  0.06091  4.77810  0.508
H  -3.63165  2.06917  4.12995  0.297
H  -0.88636  0.27464  3.58550  1.079
H  -0.36657  2.13215  4.08022  0.470
H  1.36522  3.47134  5.16024  0.443
H  3.56052  3.81690  4.05397  0.420
H  3.99804  2.77427  1.85622  0.427
O  3.10214  -4.83829  -4.57076  -0.462
C  2.55964  -3.78493  -5.19935  0.588
O  2.65378  -3.66222  -6.38138  -0.498
C  1.82620  -2.74883  -4.37084  0.874
C  1.55184  -2.86707  -3.01649  -1.304
C  0.87153  -1.86116  -2.34916  -0.311
C  0.45069  -0.72909  -3.02961  0.964
C  0.73181  -0.60214  -4.38751  -0.589
C  1.40632  -1.60896  -5.04692  -1.168
N  -0.23723  0.28579  -2.29565  0.524
C  -0.99362  1.12495  -2.86500  -0.201
C  -1.60604  2.18063  -2.06685  0.494
C  -2.35881  3.19413  -2.62188  -0.901
C  -2.88897  4.17091  -1.78896  -0.337
C  -2.64282  4.10026  -0.43094  -0.929
C  -1.87136  3.05609  0.06110  -0.145
N  -1.37100  2.12385  -0.74211  0.233
H  2.99319  -4.81891  -3.61450  0.293
H  1.84196  -3.74432  -2.45030  0.187
H  0.62717  -1.98017  -1.30131  0.501
H  0.46385  0.29452  -4.93298  0.399
H  1.63471  -1.52785  -6.10146  0.483
H  -1.20634  1.05364  -3.92743  0.480
H  -2.51430  3.21652  -3.69404  0.490
H  -3.48416  4.97799  -2.19596  0.473
H  -3.03678  4.84630  0.24636  0.461
H  -1.64265  2.96982  1.11554  0.493

C2H2S3 | wB97M-V/def2-TZVPD

Computed properties:
* total charge: 0
* energy above the lowest of the compared OMol25 structures with the same formula, charge and spin: 47.9 kcal per mole
* HOMO (spin up / spin down): -0.354 / -0.354 Eh
* LUMO energy (spin up / spin down): -0.092 / -0.092 Eh

Last column: Mulliken charge in e.
CARTESIAN COORDINATES (ANGSTROEM)
C  -2.03563  -0.65423  -0.52829  -0.292
C  -1.45951  0.06026  0.26966  -0.436
S  2.32029  1.75327  -0.60614  -0.132
S  1.75430  -1.18051  0.74555  -0.097
S  2.88375  0.36346  0.62045  0.217
H  -2.56677  -1.13060  -1.30864  0.384
H  -0.89643  0.78835  0.80740  0.356

C26H36N4OS | wB97M-V/def2-TZVPD

Computed properties:
* total charge: 0
* structure (SMILES): CCN1CCCc2cc(CN(CCN3CCOCC3)C(=S)Nc3ccc(C)cc3)ccc21
* energy above the lowest of the compared OMol25 structures with the same formula, charge and spin: 15.9 kcal per mole
* HOMO: -0.266 Eh
* LUMO energy: 0.023 Eh

Last column: Mulliken charge in e.
CARTESIAN COORDINATES (ANGSTROEM)
C  1.12393  7.04539  0.53102  -1.047
C  2.14377  5.92516  0.74767  -1.076
N  2.35297  5.12703  -0.43595  0.173
C  3.43405  5.54994  -1.29780  -0.683
C  3.22892  5.07922  -2.72980  -0.835
C  3.05848  3.56680  -2.72143  -0.979
C  1.89387  3.21564  -1.83800  1.116
C  1.11957  2.10492  -2.11742  -0.724
C  0.02101  1.76017  -1.34289  0.549
C  -0.79328  0.52859  -1.62796  -1.937
N  -0.62702  -0.47442  -0.58818  0.362
C  0.70048  -1.03568  -0.47270  -1.239
C  0.89380  -2.32779  -1.28773  -0.558
N  0.06836  -3.40751  -0.75203  0.084
C  0.77391  -4.65506  -0.49102  -0.853
C  1.05961  -5.43788  -1.77753  -0.506
O  -0.13522  -5.70506  -2.47809  -0.399
C  -0.81501  -4.50926  -2.79801  -0.604
C  -1.12926  -3.69288  -1.53939  -0.551
C  -1.61509  -0.74387  0.30342  0.239
S  -3.03341  0.11410  0.31795  -0.348
N  -1.37197  -1.80065  1.12670  0.277
C  -2.09704  -2.23233  2.23537  0.691
C  -2.02981  -3.58500  2.56417  -0.279
C  -2.68772  -4.07327  3.67538  -1.004
C  -3.42622  -3.22948  4.49435  0.921
C  -4.16383  -3.75426  5.68899  -1.436
C  -3.47186  -1.87850  4.17200  -0.955
C  -2.81554  -1.37706  3.06567  -0.391
C  -0.29811  2.57659  -0.26628  -1.608
C  0.45596  3.69185  0.02685  -0.634
C  1.57942  4.03617  -0.73808  1.242
H  1.45772  7.71447  -0.25883  0.320
H  0.16168  6.63086  0.24246  0.291
H  0.99942  7.62172  1.44410  0.389
H  3.10722  6.36009  1.03282  0.447
H  1.82334  5.28137  1.57070  0.475
H  3.48853  6.64336  -1.27388  0.454
H  4.39198  5.15929  -0.91764  0.280
H  4.08247  5.37785  -3.33984  0.382
H  2.32947  5.54217  -3.14047  0.328
H  2.88789  3.19061  -3.73197  0.379
H  3.97346  3.09870  -2.34311  0.296
H  1.38126  1.49673  -2.97452  0.321
H  -1.85639  0.77850  -1.66644  0.761
H  -0.49444  0.08910  -2.58618  0.276
H  1.40456  -0.28239  -0.83934  0.538
H  0.93179  -1.22771  0.57871  0.453
H  1.95029  -2.60177  -1.23238  0.565
H  0.65703  -2.12163  -2.33731  0.138
H  1.70138  -4.44290  0.04363  0.535
H  0.13117  -5.26573  0.15111  0.220
H  1.50355  -6.40850  -1.55154  0.382
H  1.75057  -4.86701  -2.41936  0.323
H  -1.73541  -4.80797  -3.30105  0.374
H  -0.20451  -3.91429  -3.49664  0.308
H  -1.61839  -2.75585  -1.80710  0.355
H  -1.80906  -4.27025  -0.90540  0.306
H  -0.73839  -2.50246  0.73954  -0.063
H  -1.45330  -4.25365  1.93925  0.295
H  -2.62520  -5.12697  3.90885  0.301
H  -5.23259  -3.80227  5.47820  0.290
H  -4.02351  -3.09893  6.54674  0.361
H  -3.82265  -4.75323  5.94997  0.346
H  -4.02983  -1.20193  4.80328  0.373
H  -2.86285  -0.32432  2.84420  0.485
H  -1.15881  2.33948  0.34021  0.422
H  0.15279  4.30390  0.85997  0.284

C4H10N2 | wB97M-V/def2-TZVPD

Computed properties:
* total charge: +1
* energy above the lowest of the compared OMol25 structures with the same formula, charge and spin: 38.6 kcal per mole
* HOMO (spin up / spin down): -0.584 / -0.589 Eh
* LUMO energy (spin up / spin down): -0.143 / -0.299 Eh
* spin multiplicity: 2
* expectation value of S²: 0.79

Last column: Mulliken charge in e.
CARTESIAN COORDINATES (ANGSTROEM)
C  0.00644  -1.65392  -1.87720  -1.075
C  -0.38164  -0.25741  -1.29442  -0.593
C  -0.49509  -0.28440  0.26467  -0.375
N  0.40804  0.68343  0.83314  -0.099
C  0.18448  1.36352  1.96747  0.142
N  1.17613  2.11930  2.34194  -0.426
H  -0.48000  -1.81032  -2.83304  0.319
H  1.07792  -1.62129  -2.05830  0.295
H  -0.26208  -2.41627  -1.15469  0.364
H  -1.32454  0.09294  -1.71522  0.331
H  0.33165  0.50404  -1.60379  0.411
H  -1.53850  -0.18257  0.54987  0.373
H  -0.15059  -1.26613  0.60508  0.294
H  1.27025  0.94987  0.37048  0.359
H  -0.79859  1.17281  2.38185  0.368
H  0.97612  2.60640  3.22216  0.312

Q: Which of these has the highest energy above the lowest of the compared OMol25 structures with the same formula, charge and spin?
A: C3H2FPS